The following is a quantum chemistry calculation of a molecular structure, C16H28BNO13P2Tc, from the OMol25 dataset.

Geometry as XYZ:
```
62
C16H28BNO13P2Tc wB97M-V/def2-TZVPD
Tc -0.610 -0.303 -0.200
O -2.581 -1.684 -3.366
C -2.368 -1.044 -2.366
O -1.166 -0.585 -2.064
C -3.535 -0.686 -1.445
C -3.513 0.752 -0.905
C -4.916 1.156 -0.451
C -5.068 0.328 0.851
C -3.711 -0.376 0.927
O -2.823 0.605 0.358
C -3.642 -1.512 -0.118
C -2.527 -2.485 0.247
O -2.761 -3.626 0.522
O -1.268 -2.000 0.290
H -4.424 -0.861 -2.047
H -2.977 1.470 -1.520
H -5.672 0.927 -1.200
H -4.953 2.225 -0.246
H -5.892 -0.382 0.819
H -5.207 0.973 1.717
H -3.356 -0.638 1.919
H -4.557 -2.098 -0.110
N 1.420 3.163 2.739
C 0.172 2.709 2.003
C -0.936 3.718 2.274
P -0.165 1.050 2.788
O -1.745 1.024 3.087
O 0.595 1.095 4.065
O 0.149 0.018 1.739
P 0.647 2.696 0.207
O 2.142 2.172 0.321
O 0.535 4.062 -0.310
O -0.220 1.599 -0.452
H 1.382 2.713 3.671
H 1.468 4.179 2.793
H 2.242 2.813 2.234
H -1.150 3.789 3.343
H -1.847 3.393 1.772
H -0.662 4.695 1.874
H -1.889 1.129 4.034
H 2.341 1.282 -0.099
C 3.455 -3.013 0.102
C 2.991 -2.425 -1.223
C 3.321 -3.362 -2.369
O 1.553 -2.284 -1.141
B 1.262 -1.020 -0.729
O 2.416 -0.230 -0.719
C 3.456 -0.959 -1.436
C 3.384 -0.512 -2.889
C 4.800 -0.610 -0.829
H 2.934 -3.956 0.264
H 3.217 -2.347 0.933
H 4.529 -3.206 0.101
H 2.958 -4.362 -2.133
H 4.401 -3.419 -2.523
H 2.849 -3.038 -3.293
H 2.406 -0.734 -3.317
H 4.150 -1.000 -3.492
H 3.544 0.566 -2.938
H 4.817 -0.799 0.243
H 5.018 0.445 -1.001
H 5.591 -1.196 -1.300
```

## Properties
LUMO energy (spin up / spin down)   -1.42 / -0.96 eV
Highest occupied orbital energy (spin up / spin down)   -8.9 / -8.6 eV
E_tot   -2448.1055 Ha
Energy above the lowest of the compared OMol25 structures with the same formula, charge and spin   14.1 kJ/mol
2S+1   2
⟨S²⟩   0.754
Frontier orbital gap (spin up / spin down)   7.50 / 7.66 eV

Here are the natural (NBO) charges for atoms 1 to 4, given in e: atom 1 (Tc): 1.194, atom 2 (O): -0.570, atom 3 (C): 0.794, atom 4 (O): -0.665

---

The following is a quantum chemistry calculation of a molecular structure, C16H28BrCoN5O2 in a non-equilibrium geometry, from the OMol25 dataset.

Geometry as XYZ:
```
53
C16H28BrCoN5O2 wB97M-V/def2-TZVPD
Co -0.066 -0.119 0.264
Br 1.828 0.239 3.227
C 0.917 1.746 2.525
C 0.898 2.937 3.219
C 0.233 4.011 2.638
C -0.358 3.861 1.391
C -0.279 2.630 0.776
N 0.338 1.580 1.341
C -0.827 2.347 -0.625
O -1.433 3.194 -1.217
O -0.515 1.148 -1.039
H 1.388 3.020 4.178
H 0.189 4.958 3.159
H -0.872 4.670 0.891
C -1.840 -2.034 4.384
C -1.885 -2.574 2.959
C -1.254 -3.972 2.905
C -3.320 -2.596 2.449
N -1.077 -1.618 2.146
N -1.072 -1.863 0.733
H -2.403 -2.696 5.040
H -2.285 -1.040 4.432
H -0.814 -1.981 4.757
H -1.783 -4.649 3.575
H -0.210 -3.932 3.228
H -1.306 -4.406 1.903
H -3.931 -3.190 3.127
H -3.408 -3.055 1.461
H -3.731 -1.585 2.426
H -0.123 -1.671 2.490
H -2.040 -1.803 0.431
H -0.752 -2.802 0.488
C 2.698 -1.698 -2.929
C 1.445 -1.251 -2.140
N 1.821 -0.782 -0.792
C 2.517 -1.861 -0.069
C 3.801 -2.286 -0.821
N 3.895 -1.461 -2.063
C 3.999 -0.011 -1.706
C 2.718 0.381 -0.933
H 2.821 -1.132 -3.850
H 2.664 -2.756 -3.181
H 0.740 -2.077 -2.046
H 0.928 -0.439 -2.650
H 1.839 -2.710 0.027
H 2.760 -1.508 0.929
H 3.780 -3.337 -1.103
H 4.694 -2.114 -0.223
H 4.733 -1.734 -2.579
H 4.115 0.563 -2.623
H 4.894 0.130 -1.102
H 2.174 1.166 -1.456
H 2.968 0.751 0.060
```

## Properties
LUMO energy (spin up / spin down)   -7.15 / -6.20 eV
Highest occupied orbital energy (spin up / spin down)   -15.3 / -15.4 eV
E_tot   -5006.9582 Ha
2S+1   2
⟨S²⟩   0.765
Total charge   +2
Frontier orbital gap (spin up / spin down)   8.19 / 9.17 eV

Here are the natural (NBO) charges for atoms 1 to 4, given in e: atom 1 (Co): 1.332, atom 2 (Br): 0.087, atom 3 (C): 0.155, atom 4 (C): -0.253

---

The following is a quantum chemistry calculation of a molecular structure, C16H28ClCuN4O4 in a non-equilibrium geometry, from the OMol25 dataset.

Geometry as XYZ:
```
54
C16H28ClCuN4O4 wB97M-V/def2-TZVPD
Cu -24.791 12.596 20.318
Cl -22.110 13.184 18.212
O -20.903 12.459 18.061
O -22.337 13.613 19.581
O -21.996 14.454 17.555
O -23.255 12.459 17.817
C -21.338 8.067 22.717
C -21.132 7.753 21.210
C -21.264 8.976 20.324
C -22.515 9.792 20.691
N -23.569 10.334 20.924
H -22.373 8.074 23.058
H -20.958 9.026 23.069
H -20.850 7.317 23.339
H -21.739 6.899 20.910
H -20.077 7.478 21.235
H -21.382 8.789 19.256
H -20.366 9.589 20.407
C -28.688 12.456 17.868
C -28.966 10.976 18.055
C -28.945 10.474 19.472
C -27.778 10.938 20.177
N -26.858 11.307 20.805
H -29.130 13.054 18.665
H -29.198 12.984 17.062
H -27.613 12.597 17.752
H -28.207 10.489 17.443
H -29.894 10.630 17.601
H -29.052 9.413 19.697
H -29.826 10.889 19.962
C -27.045 17.942 18.239
C -26.726 17.240 16.879
C -25.552 16.214 17.061
C -25.852 15.157 18.008
N -25.960 14.318 18.788
H -26.183 18.535 18.542
H -27.439 17.306 19.032
H -27.769 18.751 18.136
H -26.449 18.091 16.256
H -27.690 16.882 16.518
H -24.590 16.625 17.367
H -25.441 15.816 16.052
C -22.661 16.773 23.666
C -24.106 17.458 23.491
C -25.134 16.412 23.886
C -25.289 15.313 22.870
N -25.470 14.427 22.205
H -21.988 17.570 23.353
H -22.476 15.972 22.950
H -22.509 16.409 24.682
H -24.247 17.711 22.440
H -24.168 18.369 24.086
H -26.060 16.987 23.871
H -24.927 15.838 24.789
```

## Properties
LUMO energy (spin up / spin down)   2.63 / 2.59 eV
Highest occupied orbital energy (spin up / spin down)   0.9 / -6.2 eV
E_tot   -3246.7159 Ha
2S+1   2
⟨S²⟩   0.750
Total charge   -1
Frontier orbital gap (spin up / spin down)   1.68 / 8.81 eV

Here are the natural (NBO) charges for atoms 1 to 4, given in e: atom 1 (Cu): 0.719, atom 2 (Cl): 2.578, atom 3 (O): -0.857, atom 4 (O): -0.932

---

The following is a quantum chemistry calculation of a molecular structure, C16H28F12LiN4P2 in a non-equilibrium geometry, from the OMol25 dataset.

Geometry as XYZ:
```
63
C16H28F12LiN4P2 wB97M-V/def2-TZVPD
Li -0.609 -0.645 0.399
P -1.603 2.156 -1.646
F -2.300 3.516 -2.252
F -0.654 1.986 -2.969
F -0.566 3.061 -0.753
F -0.879 0.855 -1.046
F -2.716 2.190 -0.433
F -2.670 1.282 -2.556
P -1.411 -2.465 -2.899
F -0.366 -1.250 -3.161
F -1.665 -2.570 -4.456
F -0.302 -3.589 -2.961
F -2.581 -3.509 -2.617
F -1.175 -2.211 -1.286
F -2.598 -1.296 -2.888
C -6.104 -2.005 -0.708
C -6.149 -0.593 -0.106
C -4.843 0.262 -0.064
C -3.617 -0.431 0.284
N -2.637 -0.953 0.604
H -5.374 -2.586 -0.144
H -5.727 -1.911 -1.726
H -7.013 -2.597 -0.600
H -6.571 -0.650 0.897
H -6.961 -0.008 -0.539
H -5.087 1.153 0.515
H -4.681 0.697 -1.050
C 4.549 -0.359 -2.315
C 3.625 0.831 -2.685
C 2.620 1.162 -1.568
C 1.954 0.083 -0.904
N 1.390 -0.744 -0.341
H 5.134 -0.147 -1.420
H 5.274 -0.673 -3.066
H 3.940 -1.231 -2.077
H 3.142 0.542 -3.619
H 4.290 1.650 -2.960
H 1.911 1.955 -1.809
H 3.180 1.580 -0.732
C 3.978 -1.753 1.932
C 3.422 -3.153 2.152
C 2.273 -3.172 3.178
C 1.083 -2.523 2.665
N 0.118 -2.048 2.295
H 4.731 -1.520 2.684
H 3.188 -1.017 2.081
H 4.329 -1.520 0.927
H 4.211 -3.797 2.541
H 2.931 -3.460 1.228
H 2.579 -2.661 4.091
H 1.907 -4.181 3.369
C 2.245 3.198 2.070
C 0.988 4.057 2.317
C -0.179 3.223 2.920
C -0.230 1.935 2.245
N -0.132 0.922 1.683
H 2.415 2.545 2.926
H 3.179 3.738 1.918
H 2.065 2.491 1.259
H 0.709 4.518 1.369
H 1.278 4.812 3.048
H -1.129 3.732 2.760
H -0.108 3.095 4.000
```

## Properties
LUMO energy   2.10 eV
Highest occupied orbital energy   -7.6 eV
E_tot   -2734.7048 Ha
Energy above the lowest of the compared OMol25 structures with the same formula, charge and spin   199.7 kJ/mol
Total charge   -1
Frontier orbital gap   9.66 eV

Here are the natural (NBO) charges for atoms 1 to 4, given in e: atom 1 (Li): 0.836, atom 2 (P): 2.596, atom 3 (F): -0.592, atom 4 (F): -0.586